(1)
The following is a quantum chemistry calculation of 8 unconnected molecules or ions with the total composition C43H97Cl2FN6, from the OMol25 dataset.

As for the spin multiplicity: 1. Its frontier orbital gap is 0.31360 Ha. Its electronic energy is -82864.3573 eV. For the lowest unoccupied orbital energy, the calculation gives 0.539 eV.

Geometry as XYZ:
```
149
C43H97Cl2FN6 the ωB97M-V functional and the def2-TZVPD basis
C -0.56 -3.66 -4.62
C -0.46 -3.32 -3.15
N -1.28 -2.18 -2.81
C -0.87 -1.03 -3.55
C 0.59 -0.59 -3.44
C -1.48 -2.04 -1.38
C -2.42 -3.09 -0.85
H -1.51 -4.15 -4.77
H 0.25 -4.31 -4.89
H -0.54 -2.82 -5.35
H -0.82 -4.16 -2.56
H 0.58 -3.16 -2.85
H -1.07 -1.04 -4.61
H -1.37 -0.14 -3.14
H 0.88 0.37 -3.87
H 0.85 -0.49 -2.36
H 1.29 -1.29 -3.89
H -1.89 -1.05 -1.02
H -0.50 -2.14 -0.87
H -1.99 -4.06 -0.76
H -3.25 -3.17 -1.59
H -2.78 -2.79 0.12
C 8.84 2.53 0.87
C 7.37 2.18 1.18
N 6.41 2.63 0.17
C 5.03 2.43 0.72
C 3.92 3.08 -0.04
C 6.58 2.04 -1.14
C 6.37 0.52 -1.27
H 9.31 2.06 0.01
H 9.41 2.24 1.76
H 8.94 3.62 0.84
H 7.20 1.14 1.42
H 7.19 2.67 2.11
H 4.89 1.34 0.79
H 5.09 2.87 1.74
H 4.15 4.14 -0.13
H 3.74 2.58 -0.99
H 2.99 2.90 0.45
H 7.58 2.27 -1.51
H 5.90 2.56 -1.81
H 6.82 0.16 -2.20
H 5.31 0.27 -1.39
H 6.79 0.03 -0.39
C -1.73 0.10 5.82
C -2.48 -0.99 5.13
N -1.84 -1.57 3.98
C -0.70 -2.38 4.30
C -0.31 -3.38 3.24
C -1.58 -0.64 2.90
C -2.83 0.09 2.45
H -2.24 0.48 6.75
H -1.52 0.95 5.13
H -0.73 -0.25 6.12
H -2.70 -1.82 5.79
H -3.45 -0.64 4.80
H 0.14 -1.75 4.57
H -0.94 -2.92 5.23
H -1.21 -4.01 3.08
H -0.06 -2.90 2.29
H 0.54 -4.01 3.57
H -1.14 -1.29 2.08
H -0.78 0.07 3.16
H -3.53 -0.66 2.06
H -2.68 0.82 1.67
H -3.28 0.71 3.23
C 2.11 -3.28 0.67
C 3.30 -3.56 -0.25
N 3.48 -5.01 -0.52
C 4.10 -5.17 -1.84
C 3.13 -4.98 -2.98
C 4.25 -5.53 0.59
C 4.44 -7.06 0.52
H 1.24 -3.83 0.34
H 1.91 -2.23 0.67
H 2.28 -3.69 1.63
H 3.08 -3.04 -1.19
H 4.24 -3.16 0.12
H 5.05 -4.56 -1.89
H 4.40 -6.19 -1.96
H 3.58 -5.25 -3.91
H 2.27 -5.64 -2.88
H 2.76 -3.96 -2.98
H 3.72 -5.20 1.49
H 5.23 -5.04 0.60
H 4.67 -7.47 1.51
H 5.29 -7.37 -0.08
H 3.48 -7.45 0.13
C 1.73 4.39 3.35
C 0.48 4.95 2.72
N -0.69 4.09 2.84
C -1.84 4.74 2.27
C -3.07 3.85 2.20
C -0.85 3.60 4.19
C -1.12 4.63 5.28
H 2.59 5.03 3.13
H 1.91 3.36 3.12
H 1.66 4.45 4.44
H 0.34 5.94 3.16
H 0.65 5.19 1.69
H -2.15 5.64 2.92
H -1.52 5.11 1.29
H -3.90 4.41 1.69
H -2.88 2.96 1.60
H -3.45 3.60 3.18
H 0.09 3.03 4.39
H -1.67 2.90 4.02
H -1.10 4.11 6.24
H -2.15 4.95 5.19
H -0.47 5.47 5.36
C -6.96 -2.17 -0.40
C -6.20 -1.60 -1.60
N -6.17 -0.12 -1.60
C -5.53 0.35 -2.83
C -4.06 0.08 -2.95
C -5.54 0.40 -0.42
C -5.43 1.92 -0.28
H -7.97 -1.74 -0.36
H -6.50 -1.80 0.55
H -7.05 -3.26 -0.34
H -5.23 -2.04 -1.69
H -6.61 -1.90 -2.56
H -6.12 -0.07 -3.68
H -5.65 1.41 -2.92
H -3.45 0.57 -2.17
H -3.78 -0.97 -2.96
H -3.76 0.42 -3.91
H -4.55 -0.04 -0.32
H -6.12 0.08 0.43
H -4.67 2.26 -0.99
H -5.19 2.28 0.75
H -6.35 2.39 -0.52
F -1.26 1.00 -6.48
C -1.66 2.14 -5.80
C -3.01 2.51 -5.69
C -3.32 3.63 -4.88
C -2.37 4.33 -4.21
C -1.01 3.91 -4.25
C -0.69 2.81 -5.06
H -3.71 1.99 -6.29
H -4.34 3.90 -4.88
H -2.69 5.19 -3.67
H -0.23 4.41 -3.75
H 0.33 2.47 -5.19
Cl 0.98 0.14 0.54
C -0.03 1.63 0.60
Cl -1.12 1.72 -0.76
H -0.63 1.65 1.49
H 0.64 2.47 0.67
```

(2)
The following is a quantum chemistry calculation of a molecular structure, C4H6O2, from the OMol25 dataset.

As for the spin multiplicity: 1. As for the energy above the lowest of the compared OMol25 structures with the same formula, charge and spin: 426.40 kJ/mol. Its frontier orbital gap is 0.38550 Ha. Its electronic energy is -8336.0419 eV. For the lowest unoccupied orbital energy, the calculation gives 0.681 eV.

Geometry as XYZ:
```
12
C4H6O2 the ωB97M-V functional and the def2-TZVPD basis
O -1.70 0.63 0.66
C -0.78 -0.46 -0.41
C 0.24 0.13 -1.21
C 0.59 -0.70 0.03
C 1.14 0.03 1.20
O 1.91 -0.45 1.99
H -2.11 1.24 0.01
H -1.85 -0.71 -0.15
H 0.43 -0.28 -2.19
H 0.39 1.20 -1.12
H 0.96 -1.71 -0.08
H 0.79 1.09 1.27
```

(3)
The following is a quantum chemistry calculation of a molecular structure, CH3ClOS2, from the OMol25 dataset.

As for the spin multiplicity: 1. As for the energy above the lowest of the compared OMol25 structures with the same formula, charge and spin: 329.17 kJ/mol. Its frontier orbital gap (alpha / beta) is 0.20061 / 0.20057 Ha. Its electronic energy is -37322.2800 eV. For the lowest unoccupied orbital energy (alpha / beta), the calculation gives -2.712 / -2.712 eV.

Geometry as XYZ:
```
8
CH3ClOS2 the ωB97M-V functional and the def2-TZVPD basis
C 0.30 -0.88 0.71
O -1.04 -3.04 0.08
S -4.16 0.74 -0.36
S -0.76 -1.72 -0.50
Cl -2.47 0.02 0.39
H 1.39 -0.92 0.37
H -0.15 0.22 0.76
H 0.24 -1.62 1.56
```

(4)
The following is a quantum chemistry calculation of a single C3H7N3O molecule, from the OMol25 dataset.

As for the spin multiplicity: 1. As for the energy above the lowest of the compared OMol25 structures with the same formula, charge and spin: 183.68 kJ/mol. Its frontier orbital gap is 0.35000 Ha. Its electronic energy is -9741.1296 eV. For the lowest unoccupied orbital energy, the calculation gives 0.660 eV.

Geometry as XYZ:
```
14
C3H7N3O the ωB97M-V functional and the def2-TZVPD basis
C 1.50 0.96 -0.91
N 0.61 0.07 -1.11
C 0.28 -0.45 0.21
N 0.49 -1.81 0.49
C -1.15 -0.05 0.58
N -1.66 1.00 -0.11
O -1.69 -0.58 1.53
H 2.23 0.89 -0.09
H 1.57 1.85 -1.52
H 0.81 0.31 0.86
H -0.20 -2.27 1.06
H 1.13 -2.37 -0.06
H -1.32 1.17 -1.05
H -2.60 1.28 0.13
```

(5)
The following is a quantum chemistry calculation of a molecular structure, C17H17N3RhTe, from the OMol25 dataset.

As for the spin multiplicity: 5. As for the energy above the lowest of the compared OMol25 structures with the same formula, charge and spin: 0.00 kJ/mol. Its frontier orbital gap (alpha / beta) is 0.30500 / 0.23983 Ha. The net charge is +3. Its electronic energy is -32649.5328 eV. For the lowest unoccupied orbital energy (alpha / beta), the calculation gives -8.603 / -10.369 eV.

Geometry as XYZ:
```
39
C17H17N3RhTe the ωB97M-V functional and the def2-TZVPD basis
Rh -2.12 0.23 -0.40
C -3.56 2.35 3.17
C -4.30 1.38 3.81
C -4.47 0.13 3.21
C -3.88 -0.11 1.99
N -3.13 0.85 1.37
C -2.99 2.05 1.95
C -4.06 -1.37 1.23
C -4.83 -2.46 1.60
C -4.95 -3.52 0.70
C -4.34 -3.46 -0.55
C -3.58 -2.34 -0.86
N -3.45 -1.37 0.04
C -2.93 -2.05 -2.16
C -2.99 -2.89 -3.25
C -2.41 -2.49 -4.45
C -1.80 -1.25 -4.53
C -1.76 -0.46 -3.40
N -2.31 -0.85 -2.24
H -3.43 3.33 3.60
H -4.76 1.58 4.77
H -5.06 -0.63 3.70
H -2.41 2.78 1.41
H -5.33 -2.50 2.55
H -5.54 -4.38 0.97
H -4.47 -4.27 -1.25
H -3.49 -3.84 -3.18
H -2.46 -3.14 -5.31
H -1.35 -0.90 -5.45
H -1.30 0.52 -3.42
C 11.57 3.74 -0.99
Te 10.09 3.37 0.46
C 11.42 2.73 1.97
H 12.01 2.78 -1.27
H 12.33 4.38 -0.55
H 11.10 4.21 -1.85
H 12.20 3.49 2.08
H 11.86 1.78 1.65
H 10.86 2.61 2.89
```

(6)
The following is a quantum chemistry calculation of a molecular structure, C17H12NO5RhS, from the OMol25 dataset.

As for the spin multiplicity: 5. As for the energy above the lowest of the compared OMol25 structures with the same formula, charge and spin: 44.92 kJ/mol. Its frontier orbital gap (alpha / beta) is 0.25789 / 0.22194 Ha. The net charge is +2. Its electronic energy is -43375.6206 eV. For the lowest unoccupied orbital energy (alpha / beta), the calculation gives -6.903 / -8.542 eV.

Geometry as XYZ:
```
37
C17H12NO5RhS the ωB97M-V functional and the def2-TZVPD basis
Rh 0.16 -0.10 -0.19
O -0.45 -4.12 -1.15
C -0.51 -2.87 -0.84
O 0.34 -2.28 -0.17
C -1.72 -2.12 -1.31
C -2.93 -2.67 -1.69
C -3.99 -1.80 -1.93
C -3.82 -0.44 -1.73
C -2.58 0.02 -1.34
N -1.55 -0.81 -1.20
C -2.21 1.41 -0.90
O -2.91 2.46 -1.20
O -1.21 1.54 -0.20
H 0.35 -4.55 -0.79
H -3.05 -3.74 -1.77
H -4.95 -2.19 -2.24
H -4.66 0.23 -1.84
H -3.66 2.30 -1.80
C 9.01 4.94 4.00
C 8.55 4.04 2.91
O 8.86 2.93 2.65
S 7.32 4.99 1.76
C 6.15 3.86 1.23
C 5.03 4.44 0.56
C 3.99 3.67 0.17
C 4.02 2.27 0.40
C 5.18 1.68 0.98
C 6.22 2.45 1.39
C 2.91 1.47 0.09
C 1.93 0.77 -0.16
H 9.41 4.35 4.82
H 8.22 5.60 4.34
H 9.82 5.57 3.61
H 5.02 5.51 0.39
H 3.12 4.11 -0.31
H 5.22 0.60 1.08
H 7.09 1.99 1.83
```

(7)
The following is a quantum chemistry calculation of 2 unconnected molecules or ions with the total composition C6H16, from the OMol25 dataset.

As for the spin multiplicity: 1. As for the energy above the lowest of the compared OMol25 structures with the same formula, charge and spin: 18.58 kJ/mol. Its frontier orbital gap is 0.45200 Ha. Its electronic energy is -6481.4652 eV. For the lowest unoccupied orbital energy, the calculation gives 1.067 eV.

Geometry as XYZ:
```
22
C6H16 the ωB97M-V functional and the def2-TZVPD basis
C -0.32 -1.67 2.01
C -0.19 -1.14 0.59
C 0.98 -1.84 -0.12
C -1.49 -1.34 -0.18
H -0.52 -2.74 1.99
H -1.15 -1.21 2.54
H 0.61 -1.53 2.56
H 0.04 -0.08 0.64
H 1.11 -2.83 0.30
H 0.79 -1.97 -1.19
H 1.89 -1.25 -0.03
H -2.35 -0.96 0.39
H -1.49 -0.92 -1.18
H -1.71 -2.42 -0.24
C 0.59 2.13 -1.25
C 0.40 3.60 -0.90
H 0.95 2.05 -2.28
H 1.33 1.70 -0.57
H -0.28 1.48 -1.14
H -0.08 3.78 0.07
H -0.19 4.15 -1.63
H 1.37 4.09 -0.87
```

(8)
The following is a quantum chemistry calculation of a molecular structure, C33H37CeN5O3, from the OMol25 dataset.

As for the spin multiplicity: 1. As for the energy above the lowest of the compared OMol25 structures with the same formula, charge and spin: 150.74 kJ/mol. Its frontier orbital gap is 0.22825 Ha. The net charge is +2. Its electronic energy is -61329.1101 eV. For the lowest unoccupied orbital energy, the calculation gives -6.984 eV.

Geometry as XYZ:
```
79
C33H37CeN5O3 the ωB97M-V functional and the def2-TZVPD basis
Ce -11.53 11.84 -7.45
C -11.90 14.12 -11.31
N -13.13 14.05 -10.48
C -14.22 13.59 -11.34
C -12.97 13.39 -9.27
O -12.42 12.05 -9.30
C -14.39 13.09 -8.55
O -13.98 12.54 -7.31
C -14.95 11.97 -6.43
C -14.16 10.83 -5.72
O -13.07 10.60 -6.18
N -14.59 10.29 -4.64
C -15.93 10.51 -4.19
C -13.65 9.51 -3.90
H -12.10 14.73 -12.17
H -11.17 14.61 -10.77
H -11.56 13.18 -11.74
H -14.24 14.36 -12.11
H -14.10 12.58 -11.78
H -15.21 13.77 -10.81
H -14.96 14.00 -8.35
H -15.07 12.36 -9.15
H -15.29 12.79 -5.73
H -15.84 11.65 -7.03
H -16.63 10.56 -5.00
H -16.03 9.59 -3.66
H -16.08 11.35 -3.46
H -12.67 10.11 -3.64
H -13.97 9.02 -2.96
H -13.46 8.58 -4.40
C -8.68 10.45 -6.40
N -9.72 11.39 -5.89
C -9.90 11.70 -4.62
C -10.97 12.57 -4.21
C -11.30 13.17 -3.02
C -12.31 14.06 -3.30
C -12.58 14.01 -4.66
N -11.77 13.07 -5.24
C -9.38 9.99 -7.69
C -10.43 9.09 -7.55
C -11.31 8.91 -8.61
C -11.01 9.55 -9.86
C -9.92 10.41 -10.03
C -9.12 10.65 -8.93
H -8.49 9.59 -5.72
H -7.79 10.97 -6.69
H -9.26 11.34 -3.85
H -10.97 12.96 -2.00
H -12.79 14.76 -2.64
H -13.36 14.45 -5.24
H -10.52 8.55 -6.62
H -12.05 8.10 -8.57
H -11.52 9.13 -10.75
H -9.72 10.85 -10.99
H -8.24 11.25 -8.99
N -12.02 14.01 -8.41
C -11.72 15.27 -8.25
C -12.35 16.44 -8.77
C -13.63 16.69 -8.33
C -14.27 17.90 -8.73
C -13.52 18.85 -9.45
C -12.20 18.57 -9.75
C -11.58 17.44 -9.35
C -10.39 15.44 -7.58
C -9.27 14.65 -7.95
C -8.05 15.08 -7.41
C -7.95 16.06 -6.46
C -9.07 16.73 -6.03
C -10.31 16.38 -6.55
H -14.14 15.99 -7.74
H -15.26 18.05 -8.42
H -13.99 19.76 -9.88
H -11.60 19.33 -10.23
H -10.48 17.35 -9.39
H -9.42 13.93 -8.81
H -7.14 14.68 -7.84
H -6.92 16.37 -6.19
H -8.99 17.50 -5.31
H -11.19 16.93 -6.20
```

(9)
The following is a quantum chemistry calculation of a molecular structure, C18H18InN4Se3Te, from the OMol25 dataset.

As for the spin multiplicity: 1. As for the energy above the lowest of the compared OMol25 structures with the same formula, charge and spin: 174.15 kJ/mol. Its frontier orbital gap is 0.22395 Ha. The net charge is +1. Its electronic energy is -233419.5485 eV. For the lowest unoccupied orbital energy, the calculation gives -3.350 eV.

Geometry as XYZ:
```
45
C18H18InN4Se3Te the ωB97M-V functional and the def2-TZVPD basis
In -1.22 -0.83 -0.87
C 1.41 -1.16 1.12
N 0.67 0.06 0.67
C 0.23 0.81 1.84
C -0.88 1.78 1.53
C -1.12 2.92 2.28
C -2.13 3.75 1.87
C -2.94 3.39 0.83
C -2.72 2.21 0.18
N -1.68 1.43 0.51
C 1.50 0.94 -0.19
C 1.96 0.16 -1.40
C 3.22 0.38 -1.94
C 3.53 -0.34 -3.08
C 2.58 -1.22 -3.63
C 1.36 -1.37 -3.03
N 1.10 -0.66 -1.96
C 0.44 -2.10 1.75
C 0.79 -2.77 2.91
C -0.14 -3.65 3.42
C -1.37 -3.79 2.82
C -1.64 -2.98 1.71
N -0.74 -2.23 1.14
H 2.25 -0.90 1.79
H 1.82 -1.63 0.22
H 1.09 1.42 2.27
H -0.18 0.14 2.60
H -0.55 3.18 3.14
H -2.27 4.70 2.41
H -3.74 4.09 0.48
H -3.36 1.89 -0.63
H 2.42 1.28 0.37
H 0.89 1.81 -0.47
H 3.94 1.07 -1.50
H 4.40 -0.24 -3.66
H 2.73 -1.81 -4.50
H 0.56 -1.97 -3.43
H 1.76 -2.61 3.32
H 0.07 -4.20 4.35
H -2.16 -4.49 3.19
H -2.60 -2.94 1.27
Se -2.28 1.97 -3.32
Se -3.39 2.99 -5.19
Te -1.91 1.50 -6.62
Se -1.71 0.02 -4.58
```

(10)
The following is a quantum chemistry calculation of 5 unconnected molecules or ions with the total composition C5H19N2O5, from the OMol25 dataset.

As for the spin multiplicity: 1. As for the energy above the lowest of the compared OMol25 structures with the same formula, charge and spin: 6.32 kJ/mol. Its frontier orbital gap is 0.32616 Ha. The net charge is -1. Its electronic energy is -18711.9873 eV. For the lowest unoccupied orbital energy, the calculation gives 3.435 eV.

Geometry as XYZ:
```
31
C5H19N2O5 the ωB97M-V functional and the def2-TZVPD basis
C 0.41 0.01 -1.98
O 0.17 -0.88 -0.92
C 0.56 1.44 -1.45
C 1.80 1.72 -0.53
C 2.29 0.55 0.31
N 0.56 0.37 3.53
C 1.09 0.83 2.47
N 1.39 0.12 1.34
H -0.45 -0.02 -2.65
H 1.30 -0.36 -2.50
H 0.68 2.22 -2.21
H -0.35 1.56 -0.87
H 2.57 2.18 -1.16
H 1.54 2.50 0.19
H 2.58 -0.30 -0.30
H 3.24 0.89 0.77
H 0.30 -0.61 3.54
H 1.50 1.84 2.48
H 0.74 -0.58 1.01
H -3.22 1.31 -0.54
H -3.05 0.08 -1.37
O -3.54 0.89 -1.34
H -1.44 -0.40 1.29
H -0.89 -0.43 -0.28
O -1.72 -0.10 0.42
H 0.35 -2.36 -0.53
H 0.61 -3.18 0.79
O 0.43 -3.30 -0.15
H -3.30 -1.48 -0.33
H -2.64 -2.32 0.68
O -3.51 -2.18 0.29
```